<w>
# C32H32Cl6N3Na

C32H32Cl6N3Na as an isolated structure (ωB97M-V/def2-TZVPD, the OMol25 dataset).

Cartesian coordinates (Å):
1 Na 0.627 0.071 0.670
2 C -1.796 4.373 -0.137
3 C -2.303 2.981 -0.437
4 C -2.005 2.388 -1.665
5 C -1.294 3.193 -2.729
6 C -2.378 1.062 -1.908
7 C -1.921 0.370 -3.173
8 C -3.111 0.359 -0.951
9 C -3.569 -1.052 -1.228
10 C -3.404 0.951 0.281
11 C -4.061 0.110 1.353
12 C -3.025 2.273 0.528
13 C -3.397 2.961 1.824
14 H -2.502 5.151 -0.451
15 H -0.853 4.563 -0.648
16 H -1.612 4.507 0.927
17 H -0.210 3.213 -2.581
18 H -1.645 4.227 -2.730
19 H -1.477 2.789 -3.723
20 H -2.608 0.531 -4.012
21 H -1.827 -0.703 -3.020
22 H -0.939 0.729 -3.479
23 H -2.809 -1.775 -0.913
24 H -3.762 -1.207 -2.289
25 H -4.491 -1.282 -0.694
26 H -5.141 0.007 1.199
27 H -3.904 0.522 2.347
28 H -3.632 -0.892 1.359
29 H -2.587 2.919 2.557
30 H -4.275 2.508 2.281
31 H -3.633 4.011 1.651
32 Cl 3.978 1.661 2.318
33 C 2.673 1.178 3.420
34 C 1.403 1.051 2.906
35 C 0.449 0.668 3.818
36 Cl -1.223 0.449 3.218
37 C 0.689 0.427 5.167
38 Cl -0.577 -0.053 6.260
39 C 1.990 0.582 5.640
40 Cl 2.347 0.317 7.316
41 C 3.000 0.959 4.755
42 Cl 4.626 1.147 5.345
43 Cl 5.903 -2.050 -3.675
44 C 4.678 -0.961 -3.022
45 C 5.042 0.094 -2.191
46 C 4.090 0.954 -1.683
47 C 2.684 0.814 -1.963
48 C 1.719 1.638 -1.398
49 C 2.374 -0.281 -2.845
50 C 3.336 -1.133 -3.346
51 H 6.086 0.236 -1.936
52 H 4.403 1.759 -1.026
53 H 0.681 1.564 -1.703
54 H 2.004 2.450 -0.739
55 H 1.334 -0.456 -3.100
56 H 3.045 -1.954 -3.992
57 N 3.114 -2.425 1.213
58 N 2.772 -1.267 0.442
59 H 3.662 -3.071 0.651
60 H 2.239 -2.891 1.430
61 H 2.585 -1.511 -0.529
62 H 3.554 -0.623 0.441
63 N -0.448 -7.502 -0.471
64 C -0.421 -6.357 -0.346
65 C -0.411 -4.921 -0.198
66 C -0.660 -4.338 1.045
67 C -0.680 -2.952 1.159
68 C -0.471 -2.061 0.082
69 C -0.202 -2.716 -1.140
70 C -0.170 -4.096 -1.299
71 H -0.834 -4.975 1.906
72 H -0.875 -2.548 2.153
73 H 0.006 -2.123 -2.030
74 H 0.048 -4.545 -2.263

* charge: -2
* HOMO: -0.609 eV
* HOMO-LUMO gap: 4.407 eV
* lowest unoccupied orbital energy: 0.140 hartree


<x>
# C32H32Cl6N3Na

C32H32Cl6N3Na as an isolated structure (ωB97M-V/def2-TZVPD, the OMol25 dataset).

Cartesian coordinates (Å):
1 Na 0.149 0.163 1.016
2 C -1.146 -4.091 0.245
3 C -0.505 -3.096 -0.694
4 C 0.882 -2.949 -0.710
5 C 1.722 -3.731 0.270
6 C 1.493 -2.082 -1.626
7 C 3.003 -2.014 -1.635
8 C 0.699 -1.326 -2.495
9 C 1.285 -0.313 -3.452
10 C -0.697 -1.450 -2.453
11 C -1.541 -0.615 -3.388
12 C -1.302 -2.314 -1.537
13 C -2.808 -2.366 -1.405
14 H -1.347 -3.631 1.218
15 H -0.495 -4.948 0.409
16 H -2.088 -4.463 -0.157
17 H 1.981 -4.719 -0.129
18 H 1.193 -3.864 1.211
19 H 2.646 -3.212 0.505
20 H 3.379 -1.524 -0.733
21 H 3.393 -1.466 -2.488
22 H 3.424 -3.021 -1.670
23 H 1.184 -0.645 -4.490
24 H 2.337 -0.118 -3.267
25 H 0.758 0.637 -3.356
26 H -1.697 0.386 -2.971
27 H -2.516 -1.068 -3.550
28 H -1.066 -0.505 -4.362
29 H -3.248 -3.118 -2.070
30 H -3.255 -1.403 -1.639
31 H -3.093 -2.602 -0.382
32 Cl 2.717 -1.807 3.130
33 C 1.055 -1.861 3.669
34 C 0.058 -1.550 2.750
35 C -1.222 -1.561 3.296
36 Cl -2.548 -1.119 2.248
37 C -1.520 -1.877 4.620
38 Cl -3.153 -1.888 5.210
39 C -0.478 -2.190 5.487
40 Cl -0.802 -2.574 7.143
41 C 0.829 -2.175 5.009
42 Cl 2.134 -2.534 6.095
43 Cl -4.736 5.746 -3.703
44 C -4.005 4.436 -2.774
45 C -4.223 3.112 -3.145
46 C -3.667 2.088 -2.416
47 C -2.848 2.311 -1.249
48 C -2.287 1.283 -0.523
49 C -2.670 3.703 -0.918
50 C -3.228 4.721 -1.652
51 H -4.838 2.897 -4.012
52 H -3.857 1.062 -2.721
53 H -2.496 0.248 -0.766
54 H -1.754 1.472 0.403
55 H -2.064 3.944 -0.052
56 H -3.070 5.755 -1.368
57 N -0.095 3.564 2.592
58 N -0.652 2.285 3.025
59 H -0.854 4.020 2.098
60 H 0.570 3.317 1.862
61 H -1.069 2.460 3.930
62 H 0.157 1.696 3.199
63 N 6.961 3.551 -0.575
64 C 5.961 3.090 -0.228
65 C 4.728 2.526 0.198
66 C 3.900 1.857 -0.710
67 C 2.694 1.332 -0.280
68 C 2.206 1.412 1.048
69 C 3.088 2.101 1.911
70 C 4.302 2.644 1.526
71 H 4.223 1.771 -1.743
72 H 2.078 0.827 -1.026
73 H 2.811 2.214 2.958
74 H 4.938 3.160 2.237

* charge: -2
* HOMO: -0.496 eV
* HOMO-LUMO gap: 4.212 eV
* lowest unoccupied orbital energy: 0.137 hartree


Energy relative to the most stable one, in eV: <w> 0.000; <x> 0.429


<w>
# C6H10N2

The molecule C6H10N2 (ωB97M-V/def2-TZVPD, the OMol25 dataset).

Cartesian coordinates (Å):
1 C 0.462 -0.591 1.356
2 C -0.704 -1.079 0.895
3 C -1.104 -0.464 -0.395
4 C -1.212 1.040 -0.160
5 N 0.128 1.543 0.122
6 C 1.074 0.456 0.432
7 C 1.325 -0.248 -0.890
8 N -0.073 -0.591 -1.443
9 H 1.055 -1.023 2.163
10 H -1.321 -1.793 1.417
11 H -2.032 -0.854 -0.784
12 H -1.525 1.593 -1.094
13 H -1.971 1.245 0.677
14 H 0.142 2.186 0.956
15 H 2.023 0.899 0.793
16 H 1.969 -1.133 -0.770
17 H 1.827 0.416 -1.620
18 H -0.063 -1.602 -1.655

* SMILES: C1=C[C@H]2CN[C@@H]1CN2
* HOMO: -8.505 eV
* HOMO-LUMO gap: 9.516 eV
* lowest unoccupied orbital energy: 0.037 hartree


<x>
# C6H10N2

The molecule C6H10N2 (ωB97M-V/def2-TZVPD, the OMol25 dataset).

Cartesian coordinates (Å):
1 C 1.938 1.092 0.160
2 N 1.115 -0.021 -0.186
3 C 1.809 -1.256 -0.101
4 C -0.273 -0.048 -0.112
5 N -0.997 -1.143 0.037
6 C -2.433 -0.843 0.056
7 C -2.387 0.736 -0.038
8 C -1.159 1.238 -0.102
9 H 2.157 1.174 1.228
10 H 2.883 0.914 -0.369
11 H 1.514 1.975 -0.272
12 H 1.219 -2.020 -0.515
13 H 1.876 -1.487 0.957
14 H 2.791 -1.298 -0.545
15 H -2.988 -1.435 -0.735
16 H -2.834 -1.152 1.032
17 H -3.300 1.326 -0.043
18 H -0.931 2.249 -0.449

* SMILES: CN(C)C1=NCC=C1
* HOMO: -8.193 eV
* HOMO-LUMO gap: 9.219 eV
* lowest unoccupied orbital energy: 0.038 hartree


<y>
# C6H10N2

The molecule C6H10N2 (ωB97M-V/def2-TZVPD, the OMol25 dataset).

Cartesian coordinates (Å):
1 C 0.776 0.944 -1.900
2 C 0.887 1.280 -0.420
3 C 1.210 0.347 0.624
4 C 1.049 -1.128 0.402
5 N -0.150 -1.502 0.079
6 N -0.981 -0.365 0.036
7 C -2.161 -0.612 0.823
8 C -0.236 0.804 0.472
9 H 0.111 0.076 -1.985
10 H 1.729 0.778 -2.350
11 H 0.376 1.793 -2.465
12 H 1.185 2.317 -0.247
13 H 1.725 0.634 1.518
14 H 1.798 -1.881 0.585
15 H -1.908 -0.807 1.877
16 H -2.805 0.311 0.772
17 H -2.655 -1.480 0.404
18 H -0.803 1.525 1.069

* SMILES: C[C@@H]1[C@@H]2C=NN(C)[C@H]12
* HOMO: -8.406 eV
* HOMO-LUMO gap: 9.423 eV
* lowest unoccupied orbital energy: 0.037 hartree


<z>
# C6H10N2

The molecule C6H10N2 (ωB97M-V/def2-TZVPD, the OMol25 dataset).

Cartesian coordinates (Å):
1 C 1.764 0.591 0.299
2 N 0.762 1.670 0.355
3 C -0.395 0.832 0.023
4 C -1.617 0.622 -0.923
5 N -1.088 -0.827 -1.275
6 C -0.280 -1.324 -0.160
7 C 1.074 -0.768 0.464
8 C -0.304 -0.387 0.950
9 H 2.493 0.581 -0.581
10 H 2.375 0.655 1.177
11 H 0.749 1.970 1.390
12 H 0.101 0.463 -0.868
13 H -1.569 1.253 -1.855
14 H -2.598 0.621 -0.417
15 H -1.786 -1.552 -1.275
16 H -0.463 -2.455 -0.089
17 H 1.643 -1.610 0.933
18 H -0.860 -0.336 1.853

* SMILES: C1N[C@H]2CN[C@H]3[C@@H]1[C@H]32
* HOMO: -8.635 eV
* HOMO-LUMO gap: 9.666 eV
* lowest unoccupied orbital energy: 0.038 hartree


Energy relative to the most stable one, in eV: <w> 0.000; <x> 0.168; <y> 0.887; <z> 4.307


<w>
# C6H10N2

The molecule C6H10N2 (ωB97M-V/def2-TZVPD, the OMol25 dataset).

Cartesian coordinates (Å):
1 C -1.905 0.372 -0.983
2 C 1.515 -1.087 0.442
3 C 0.258 0.158 0.389
4 C 1.020 0.672 -0.697
5 C -1.102 -0.401 0.036
6 C 0.281 1.088 1.458
7 N 1.735 0.969 -1.622
8 N -1.445 -1.461 0.639
9 H 2.747 0.821 -1.635
10 H -2.400 -1.735 0.404
11 H -2.965 0.128 -0.901
12 H -1.782 1.446 -0.838
13 H 1.712 -1.608 -0.498
14 H 0.999 -1.739 1.142
15 H 2.396 -0.647 0.902
16 H -1.569 0.132 -1.995
17 H -0.614 1.166 2.053
18 H 1.118 1.725 1.704

* HOMO (spin up / spin down): -5.952 / -6.573 eV
* HOMO-LUMO gap (spin up / spin down): 5.996 / 7.105 eV
* lowest unoccupied orbital energy (spin up / spin down): 0.002 / 0.020 hartree


<x>
# C6H10N2

The molecule C6H10N2 (ωB97M-V/def2-TZVPD, the OMol25 dataset).

Cartesian coordinates (Å):
1 C 2.021 -0.320 0.715
2 C 1.305 1.658 -0.430
3 C -0.598 -1.447 -0.621
4 N 0.911 0.436 0.214
5 C -0.771 -0.162 0.111
6 N -1.345 0.803 0.675
7 C -2.568 0.132 0.436
8 C -3.772 -0.040 0.382
9 H 2.829 -0.393 -0.031
10 H 2.469 0.107 1.626
11 H 0.410 2.204 -0.731
12 H 1.923 1.459 -1.322
13 H 1.893 2.306 0.237
14 H 1.775 -1.358 0.945
15 H -0.005 -2.141 -0.026
16 H -1.572 -1.890 -0.831
17 H -0.091 -1.279 -1.571
18 H -4.815 -0.075 0.221

* HOMO: -7.471 eV
* HOMO-LUMO gap: 8.263 eV
* lowest unoccupied orbital energy: 0.029 hartree


<y>
# C6H10N2

C6H10N2 as an isolated structure (ωB97M-V/def2-TZVPD, the OMol25 dataset).

Cartesian coordinates (Å):
1 C 1.407 1.844 0.209
2 C 0.437 1.058 -0.541
3 C -0.146 -0.382 0.061
4 C -1.202 -0.617 -0.951
5 C -1.200 -0.302 1.172
6 C 1.072 -1.150 0.222
7 H 1.015 2.231 1.179
8 H 1.631 2.868 -0.098
9 H 2.386 1.215 0.677
10 H 1.127 0.559 -1.507
11 H -0.542 1.474 -1.135
12 H -1.730 -1.577 -0.894
13 H -1.082 0.020 -1.974
14 H -3.013 0.264 -0.092
15 H -1.105 0.245 2.319
16 H -1.875 -1.575 1.267
17 N -2.003 0.486 -0.031
18 N 2.143 -1.690 -0.079

* HOMO: -9.845 eV
* HOMO-LUMO gap: 10.400 eV
* lowest unoccupied orbital energy: 0.020 hartree


Energy relative to the most stable one, in eV: <w> 0.000; <x> 0.635; <y> 1.309